Molecular formula: C33H43AlBBeBrCl5F5KN6O12P
Method: DFT, ωB97M-V/def2-TZVPD

Geometry as XYZ:
```
110
Properties=species:S:1:pos:R:3:mulliken_charge:R:1
C 2.671 -0.020 4.673 -0.98
C 2.562 -0.860 3.252 0.80
O 3.688 -0.616 2.333 -0.42
P 3.793 1.052 1.844 0.97
O 4.775 1.874 2.822 -0.96
C 2.120 1.971 1.758 -0.59
C 1.419 1.939 0.243 -0.43
C 0.392 0.663 0.180 0.21
C -0.954 0.965 -0.705 0.21
C -2.373 1.193 0.077 -0.80
C -3.741 1.490 -0.770 0.46
C -3.812 1.617 -2.398 -0.27
C -5.247 1.913 -3.130 -0.07
Br -6.209 3.549 -2.496 0.00
C -6.128 0.518 -3.033 -0.41
C -7.557 0.669 -2.246 -0.97
C -2.362 1.384 -3.199 -0.10
C -2.383 1.519 -4.859 0.55
C -2.715 0.145 -5.728 -0.15
C -2.744 0.478 -7.368 -0.61
C -2.440 2.026 -7.775 -0.02
N -2.128 3.222 -6.942 -0.26
C -2.118 3.004 -5.467 -0.47
C -0.946 1.043 -2.376 -0.60
N 0.388 0.791 -3.030 0.97
C 0.860 1.903 -3.919 0.33
C 1.079 1.876 -5.542 -0.79
O 1.181 3.074 -3.300 -0.59
C 0.546 -0.587 -3.601 0.46
C -0.630 -1.719 -3.232 -0.58
O 1.562 -1.055 -4.341 -0.59
C -4.839 1.583 0.430 0.18
O -5.972 2.264 0.605 -0.52
N -4.262 0.678 1.539 0.24
C -4.846 0.871 2.926 -1.39
C -6.341 0.147 3.055 0.50
C -7.553 1.112 3.656 -0.92
N -6.516 -1.165 2.691 -0.67
C -2.805 1.174 1.655 0.65
O -2.105 1.539 2.732 -0.58
O 4.627 1.046 0.277 -0.36
C 4.878 -0.355 -0.152 0.07
C 5.621 -0.439 -1.643 -1.00
H 1.726 0.693 4.790 0.23
H 2.584 -0.793 5.574 0.30
H 3.689 0.553 4.802 0.14
H 2.566 -2.012 3.525 0.34
H 1.515 -0.608 2.764 -0.47
H 2.308 3.129 1.972 0.40
H 1.355 1.571 2.550 0.26
H 0.923 2.967 -0.033 0.47
H 2.257 1.752 -0.581 0.22
H 0.972 -0.252 -0.291 0.17
H 0.027 0.399 1.275 -0.08
H -5.055 2.078 -4.297 0.40
H -6.375 0.153 -4.139 0.32
H -5.464 -0.316 -2.548 0.35
H -7.467 1.023 -1.135 0.19
H -8.354 1.317 -2.836 0.31
H -8.027 -0.428 -2.202 0.34
H -2.934 -0.909 -5.271 0.30
H -2.982 -0.377 -8.165 0.30
H -2.479 2.235 -8.952 0.32
H -1.904 3.916 -4.754 0.30
H 0.695 2.883 -6.030 0.33
H 0.516 0.945 -5.986 0.20
H 2.237 1.818 -5.826 0.31
H -0.640 -1.894 -2.059 0.22
H -1.706 -1.377 -3.534 0.01
H -0.403 -2.752 -3.753 0.31
H -4.962 2.025 3.188 0.53
H -4.178 0.329 3.754 0.89
H -8.085 1.676 2.768 0.22
H -8.306 0.485 4.297 0.35
H -7.043 1.941 4.327 0.30
H -5.612 -1.568 2.334 0.27
H 3.869 -0.977 -0.257 0.19
H 5.631 -0.884 0.605 0.18
H 4.839 -0.091 -2.443 0.23
H 5.860 -1.583 -1.823 0.31
H 6.629 0.187 -1.676 0.29
K 5.546 0.922 4.878 1.04
O -2.204 4.980 -9.935 -0.82
H -2.304 4.503 -9.131 0.29
B -4.354 -0.837 6.788 0.47
F -3.254 -1.597 7.360 -0.40
F -3.854 0.005 5.714 -0.27
F -5.353 -1.752 6.262 -0.42
F -4.954 -0.004 7.818 -0.40
Al -7.654 4.948 -0.988 0.66
C 1.042 -3.327 5.629 0.60
O 0.942 -3.124 4.429 -0.51
O 2.047 -3.094 6.310 -0.46
O 0.154 -3.798 6.348 -0.40
Be 0.746 -3.017 2.245 0.49
C 7.346 -3.977 3.451 0.24
Cl 7.051 -4.731 1.864 -0.10
Cl 6.771 -5.062 4.741 -0.06
Cl 9.092 -3.685 3.655 -0.14
Cl 6.471 -2.428 3.544 0.00
Cl -3.154 2.263 4.411 0.13
C 12.566 -5.250 1.183 0.62
O 13.559 -5.379 0.483 -0.65
N 11.964 -6.288 1.790 -0.33
N 11.987 -4.057 1.409 -0.26
H 11.147 -6.201 2.370 0.14
H 12.369 -7.204 1.646 0.21
H 12.409 -3.249 0.970 0.18
H 11.169 -3.931 1.982 0.11
F -7.954 3.640 3.343 -0.74
```

14
Properties=species:S:1:pos:R:3:nbo_charge:R:1 method="wB97M-V/def2-TZVPD"
H -0.973 2.071 0.564 0.35
N -0.295 1.339 0.760 -0.71
C -0.724 0.211 0.374 0.57
C -1.987 -0.141 -0.357 -0.69
O 0.046 -0.899 0.518 -0.51
C 1.441 -0.654 0.602 -0.19
C 1.888 -0.010 -0.700 0.43
O 2.913 0.590 -0.859 -0.50
H -2.613 -0.818 0.227 0.24
H -2.558 0.751 -0.621 0.22
H -1.697 -0.665 -1.272 0.24
H 1.719 -0.041 1.461 0.23
H 1.901 -1.643 0.684 0.22
H 1.174 -0.198 -1.536 0.10

Molecular formula: C6H6ClN4P
Method: DFT, ωB97M-V/def2-TZVPD

Geometry as XYZ:
```
18
Properties=species:S:1:pos:R:3:nbo_charge:R:1
C 3.245 0.433 -0.583 0.26
C -0.728 1.765 0.745 0.30
C 0.870 0.020 0.241 0.09
C 1.311 1.336 0.094 0.32
C 1.626 -1.072 -0.016 0.13
C -2.434 -1.285 -0.625 -0.93
N 2.561 1.528 -0.344 -0.43
N 2.863 -0.828 -0.434 -0.46
N 0.411 2.302 0.403 -0.50
N -0.912 0.456 0.742 -0.70
P -1.969 -0.816 1.108 0.82
Cl 1.096 -2.685 0.169 0.06
H 4.252 0.568 -0.950 0.19
H -1.545 2.414 1.030 0.20
H -2.673 -0.405 -1.222 0.23
H -3.295 -1.950 -0.585 0.24
H -1.605 -1.820 -1.083 0.24
H -3.075 0.036 1.310 -0.06
```

The following electronic energy values (in Ha) correspond, in order, to the records above: -9110.9536 -361.8260 -1252.7487.
The following frontier orbital gap values (in eV) correspond, in order, to the records above: 0.8568 10.7079 9.2880.
The following HOMO level values (in eV) correspond, in order, to the records above: -6.073 -9.889 -9.151.